Record 1
C50H44CrF4N6O2P2 as an isolated structure, computed with ωB97M-V/def2-TZVPD.

Structure (XYZ):
```
109
Properties=species:S:1:pos:R:3
Cr 0.49 -0.53 -0.47
C -0.66 -0.06 2.30
N -0.05 -1.14 1.50
C 1.06 -1.72 2.28
C -1.07 -2.19 1.24
C -2.05 -1.70 0.18
N -1.27 -1.00 -0.84
C -1.83 -0.67 -2.06
C -0.95 -0.24 -3.05
F 0.38 -0.25 -2.72
C -1.34 0.17 -4.30
F -0.43 0.58 -5.18
C -2.69 0.15 -4.64
C -3.58 -0.31 -3.69
F -4.88 -0.36 -3.98
C -3.18 -0.71 -2.42
F -4.12 -1.12 -1.56
H -1.05 -0.46 3.24
H -1.47 0.40 1.74
H 0.09 0.70 2.51
H 0.70 -2.04 3.26
H 1.84 -0.97 2.41
H 1.48 -2.58 1.75
H -1.59 -2.45 2.16
H -0.54 -3.07 0.88
H -2.80 -1.03 0.60
H -2.58 -2.56 -0.24
H -3.02 0.46 -5.62
C 1.06 -5.28 5.02
O 1.27 -6.22 3.98
C 2.30 -6.01 3.13
C 2.53 -7.01 2.19
C 3.56 -6.89 1.29
C 4.35 -5.73 1.27
C 4.14 -4.75 2.22
C 3.13 -4.89 3.16
N 5.40 -5.71 0.30
N 5.63 -4.72 -0.40
C 4.77 -3.56 -0.34
C 5.31 -2.36 0.02
C 4.52 -1.19 0.12
C 3.18 -1.24 -0.18
O 2.34 -0.22 -0.14
C 2.63 -2.48 -0.61
N 1.30 -2.44 -0.89
C 0.73 -3.52 -1.38
C 1.44 -4.71 -1.60
C 2.77 -4.78 -1.27
C 3.41 -3.64 -0.73
H 0.21 -5.65 5.59
H 0.81 -4.29 4.61
H 1.93 -5.20 5.67
H 1.90 -7.89 2.20
H 3.78 -7.68 0.58
H 4.78 -3.88 2.26
H 3.00 -4.13 3.92
H 6.36 -2.31 0.26
H 4.97 -0.25 0.41
H -0.33 -3.45 -1.60
H 0.92 -5.56 -2.02
H 3.33 -5.69 -1.43
N -1.38 2.50 -0.91
P 0.19 1.94 -0.56
C 0.75 2.98 0.82
C 0.24 4.26 1.01
C 0.72 5.04 2.05
C 1.73 4.56 2.88
C 2.26 3.29 2.67
C 1.77 2.50 1.64
C 1.08 2.61 -2.00
C 2.33 2.07 -2.32
C 3.04 2.56 -3.41
C 2.51 3.59 -4.18
C 1.28 4.14 -3.86
C 0.57 3.66 -2.76
P -2.78 2.10 0.07
C -3.00 3.65 1.02
C -2.83 3.58 2.40
C -2.91 4.72 3.18
C -3.18 5.94 2.58
C -3.37 6.02 1.20
C -3.28 4.88 0.43
C -4.06 2.28 -1.22
C -3.90 2.93 -2.44
C -4.95 3.02 -3.33
C -6.19 2.47 -3.02
C -6.36 1.82 -1.80
C -5.31 1.72 -0.91
H -1.58 2.37 -1.90
H -0.53 4.64 0.36
H 0.32 6.03 2.21
H 2.11 5.18 3.68
H 3.05 2.93 3.30
H 2.19 1.52 1.46
H 2.74 1.27 -1.73
H 4.00 2.14 -3.65
H 3.07 3.97 -5.03
H 0.87 4.95 -4.44
H -0.37 4.13 -2.50
H -2.61 2.62 2.86
H -2.77 4.66 4.25
H -3.25 6.84 3.19
H -3.59 6.97 0.74
H -3.42 4.94 -0.64
H -2.95 3.40 -2.70
H -4.81 3.53 -4.28
H -7.01 2.54 -3.72
H -7.32 1.39 -1.56
H -5.44 1.19 0.02
```

**LUMO energy (alpha / beta)**: -3.43 / -2.86 eV
**Relative energy (zero: lowest compared OMol25 entry of this formula, charge and spin)**: 20.3 kJ/mol
**Net charge**: +1
**Expectation value of S²**: 0.774
**HOMO (alpha / beta)**: -10.0 / -10.0 eV
**HOMO-LUMO gap (alpha / beta)**: 6.553 / 7.189 eV
**Spin multiplicity**: 2
**Calculated total energy**: -4537.2007 a.u.

***

Record 2
C50H44FN4O6Ru as an isolated structure at a distorted geometry, computed with ωB97M-V/def2-TZVPD.

Structure (XYZ):
```
106
Properties=species:S:1:pos:R:3
Ru 0.17 0.27 0.11
C -3.74 6.77 -2.06
C -2.92 6.64 -0.77
C -1.96 7.81 -0.56
C -0.95 7.87 -1.70
C -0.36 6.51 -1.97
C 0.83 6.40 -2.68
C 1.41 5.16 -2.87
F 2.57 5.10 -3.56
C 0.86 4.01 -2.37
C -0.35 4.09 -1.67
C -0.92 2.88 -1.09
O -0.50 1.74 -1.41
C -1.99 3.11 -0.15
C -2.60 4.33 -0.11
N -2.16 5.41 -0.79
C -0.97 5.34 -1.48
C -2.41 2.09 0.90
O -3.59 2.06 1.25
O -1.48 1.38 1.40
H -4.29 7.70 -2.06
H -4.44 5.94 -2.13
H -3.09 6.74 -2.93
H -3.62 6.59 0.08
H -1.42 7.64 0.38
H -2.51 8.74 -0.47
H -0.15 8.57 -1.46
H -1.44 8.24 -2.61
H 1.31 7.29 -3.07
H 1.34 3.05 -2.48
H -3.48 4.45 0.51
O -2.40 -0.86 0.37
C -2.55 -2.13 0.94
C -1.09 -2.57 1.29
O -0.87 -3.83 1.35
O -0.27 -1.69 1.51
C -3.25 -3.00 -0.09
C -4.03 -2.36 -1.05
C -4.69 -3.07 -2.03
C -4.59 -4.45 -2.08
C -3.82 -5.10 -1.13
C -3.16 -4.39 -0.14
C -3.21 -2.16 2.31
C -3.30 -3.36 3.01
C -3.74 -3.40 4.31
C -4.11 -2.23 4.96
C -4.04 -1.03 4.27
C -3.61 -0.99 2.95
H -2.26 -0.19 1.07
H -4.10 -1.28 -1.02
H -5.28 -2.54 -2.76
H -5.09 -5.00 -2.85
H -3.72 -6.18 -1.16
H -2.55 -4.93 0.56
H -2.99 -4.28 2.54
H -3.78 -4.35 4.84
H -4.43 -2.25 5.99
H -4.31 -0.10 4.76
H -3.60 -0.04 2.44
C 5.68 -1.10 0.77
C 6.09 -1.81 -0.49
C 7.45 -2.04 -0.72
C 7.89 -2.74 -1.82
C 6.98 -3.25 -2.72
C 5.63 -3.04 -2.52
C 5.18 -2.31 -1.42
N 3.79 -2.23 -1.25
C 2.99 -1.14 -0.98
N 3.57 0.07 -1.03
C 3.11 1.29 -0.53
C 2.00 1.39 0.32
C 1.70 2.64 0.86
C 2.44 3.76 0.53
C 3.52 3.65 -0.34
C 3.88 2.43 -0.87
C 5.04 2.32 -1.82
N 1.72 -1.33 -0.78
C 1.24 -2.64 -0.59
C 0.53 -3.27 -1.62
C 0.09 -4.59 -1.47
C 0.18 -5.21 -0.26
C 0.59 -4.43 0.90
C 1.45 -3.29 0.62
C 2.35 -2.78 1.70
H 6.37 -1.33 1.57
H 4.68 -1.39 1.07
H 5.69 -0.02 0.63
H 8.16 -1.67 0.00
H 8.95 -2.91 -1.95
H 7.31 -3.82 -3.58
H 4.91 -3.44 -3.22
H 3.28 -3.03 -1.60
H 4.52 0.07 -1.39
H 0.87 2.74 1.55
H 2.18 4.73 0.94
H 4.09 4.53 -0.62
H 5.41 3.31 -2.06
H 4.74 1.84 -2.75
H 5.87 1.76 -1.38
H 0.38 -2.75 -2.56
H -0.30 -5.12 -2.33
H -0.18 -6.22 -0.11
H 0.86 -4.99 1.79
H 1.95 -3.04 2.68
H 2.44 -1.70 1.65
H 3.34 -3.24 1.60
```

**LUMO energy (alpha / beta)**: -0.02 / -1.61 eV
**Relative energy (zero: lowest compared OMol25 entry of this formula, charge and spin)**: 239.3 kJ/mol
**Net charge**: 0
**Expectation value of S²**: 0.828
**HOMO (alpha / beta)**: -6.9 / -6.9 eV
**HOMO-LUMO gap (alpha / beta)**: 6.918 / 5.340 eV
**Spin multiplicity**: 2
**Calculated total energy**: -2796.9251 a.u.

***

Record 3
A 4-piece molecular cluster, C50H44O7Si overall at a distorted geometry, computed with ωB97M-V/def2-TZVPD.

Structure (XYZ):
```
102
Properties=species:S:1:pos:R:3
C 0.66 -1.96 3.71
C 0.09 -1.11 2.48
C -0.96 -2.05 1.76
C -2.03 -1.27 0.92
Si -3.73 -2.16 0.80
C -4.07 -3.31 2.29
C -5.63 -3.20 2.62
O -5.81 -2.01 3.38
C -6.87 -1.17 2.92
C -6.36 0.30 2.71
H 0.00 -1.77 4.58
H 0.55 -3.03 3.42
H 1.71 -1.70 3.91
H 0.89 -0.86 1.76
H -0.42 -0.24 2.92
H -0.46 -2.77 1.08
H -1.40 -2.66 2.58
H -1.65 -1.18 -0.13
H -2.12 -0.22 1.29
H -4.78 -1.12 0.81
H -3.87 -2.86 -0.50
H -3.54 -2.97 3.21
H -3.81 -4.37 2.11
H -5.91 -4.12 3.17
H -6.15 -3.20 1.64
H -7.43 -1.56 2.04
H -7.61 -1.10 3.75
H -5.88 0.45 1.72
H -7.21 1.01 2.76
H -5.65 0.53 3.53
C -0.31 2.03 -8.03
C 1.03 1.65 -8.07
C 1.73 1.41 -6.90
C 1.09 1.55 -5.67
C -0.25 1.94 -5.62
C -0.95 2.17 -6.81
C -0.93 2.15 -4.32
O -2.10 2.49 -4.28
C -0.16 1.93 -3.07
C -0.77 2.17 -1.84
C -0.06 1.96 -0.67
C 1.25 1.50 -0.71
C 1.86 1.26 -1.94
C 1.16 1.48 -3.12
C 1.83 1.26 -4.42
O 2.98 0.87 -4.46
H -0.85 2.21 -8.95
H 1.53 1.55 -9.03
H 2.77 1.11 -6.94
H -1.99 2.47 -6.77
H -1.79 2.52 -1.80
H -0.54 2.15 0.29
H 1.80 1.32 0.21
H 2.88 0.91 -1.97
C 2.93 -9.18 8.01
C 3.58 -7.99 8.32
C 2.89 -6.78 8.25
C 1.56 -6.76 7.85
C 0.92 -7.95 7.52
C 1.60 -9.16 7.61
C -0.49 -7.95 7.05
O -1.05 -8.98 6.76
C -1.20 -6.65 6.93
C -2.50 -6.61 6.43
C -3.17 -5.40 6.33
C -2.55 -4.22 6.73
C -1.25 -4.25 7.21
C -0.57 -5.46 7.31
C 0.83 -5.47 7.80
O 1.38 -4.44 8.14
H 3.46 -10.12 8.08
H 4.62 -8.00 8.63
H 3.40 -5.86 8.50
H 1.10 -10.09 7.36
H -2.98 -7.53 6.12
H -4.18 -5.37 5.93
H -3.08 -3.28 6.65
H -0.78 -3.33 7.52
C 4.90 9.26 -8.61
C 4.50 8.15 -9.34
C 3.87 7.09 -8.71
C 3.66 7.12 -7.33
C 4.09 8.23 -6.59
C 4.70 9.30 -7.24
C 3.92 8.26 -5.12
O 4.29 9.22 -4.47
C 3.29 7.09 -4.45
C 3.17 7.08 -3.06
C 2.58 6.00 -2.42
C 2.09 4.93 -3.17
C 2.22 4.94 -4.55
C 2.82 6.01 -5.19
C 2.98 5.99 -6.67
O 2.56 5.05 -7.32
H 5.38 10.10 -9.11
H 4.67 8.12 -10.41
H 3.55 6.23 -9.28
H 5.02 10.16 -6.67
H 3.55 7.92 -2.48
H 2.49 5.99 -1.34
H 1.62 4.09 -2.67
H 1.84 4.10 -5.13
```

**LUMO energy**: -1.04 eV
**Net charge**: 0
**Structure (SMILES)**: O=C1c2ccccc2C(=O)c2ccccc21.O=C1c2ccccc2C(=O)c2ccccc21.O=C1c2ccccc2C(=O)c2ccccc21.CCCC[SiH2]CCOCC
**HOMO**: -9.6 eV
**HOMO-LUMO gap**: 8.556 eV
**Calculated total energy**: -2747.9178 a.u.

***

Record 4
A 8-piece molecular cluster, C50H45BF12NO9P2S2 overall at a distorted geometry, computed with ωB97M-V/def2-TZVPD.

Structure (XYZ):
```
122
Properties=species:S:1:pos:R:3
C 1.51 6.17 0.13
B 1.94 4.62 0.09
O 2.72 4.12 -0.94
C 1.43 3.72 1.37
C 0.05 3.16 1.22
S -1.09 3.33 -0.18
O -1.16 4.65 -0.79
O -2.42 3.06 0.39
C -0.88 1.95 -1.45
F -0.97 0.79 -0.68
F -1.92 1.90 -2.31
C 0.53 1.91 -2.14
F 1.45 1.55 -1.21
F 0.49 0.86 -3.05
F 0.84 3.01 -2.86
C -0.44 2.34 2.32
C 0.43 2.09 3.51
O -0.15 1.34 4.44
N 1.72 2.61 3.61
P 2.67 2.20 5.03
O 2.11 1.16 5.91
O 2.95 3.51 6.03
O 4.09 1.53 4.46
C 2.25 3.46 2.57
P 3.91 4.30 2.55
O 3.81 5.94 2.22
O 4.78 4.28 3.95
S 5.00 3.36 1.23
H 2.38 6.83 -0.18
H 1.33 6.44 1.21
H 0.61 6.42 -0.48
H 2.51 4.68 -1.72
H -1.48 1.92 2.25
H -1.10 1.22 4.25
H 2.40 4.23 5.64
H 4.66 1.50 5.26
H 3.89 6.44 3.06
H 5.57 3.72 3.82
F -3.52 1.59 4.56
C -4.71 1.91 3.98
C -4.75 2.93 3.06
C -5.96 3.26 2.45
C -7.11 2.56 2.79
C -7.05 1.53 3.73
C -5.84 1.20 4.32
H -3.84 3.47 2.81
H -6.00 4.06 1.72
H -8.05 2.81 2.32
H -7.95 0.99 3.99
H -5.78 0.39 5.04
F -1.37 -1.57 3.21
C -0.69 -2.36 2.34
C -0.61 -1.97 1.01
C 0.09 -2.77 0.12
C 0.68 -3.95 0.55
C 0.58 -4.33 1.89
C -0.10 -3.52 2.79
H -1.09 -1.06 0.69
H 0.16 -2.48 -0.92
H 1.22 -4.58 -0.15
H 1.04 -5.25 2.23
H -0.18 -3.80 3.84
F 6.01 2.04 -0.46
C 5.73 1.53 -1.68
C 4.47 1.70 -2.21
C 4.18 1.18 -3.47
C 5.16 0.48 -4.17
C 6.42 0.31 -3.62
C 6.71 0.85 -2.37
H 3.72 2.24 -1.65
H 3.19 1.31 -3.90
H 4.93 0.07 -5.15
H 7.18 -0.23 -4.17
H 7.70 0.73 -1.93
F 2.49 5.53 -3.60
C 3.40 5.58 -4.60
C 4.39 4.62 -4.66
C 5.32 4.66 -5.70
C 5.25 5.68 -6.65
C 4.25 6.64 -6.57
C 3.31 6.59 -5.54
H 4.43 3.84 -3.91
H 6.09 3.91 -5.76
H 5.98 5.71 -7.45
H 4.20 7.43 -7.31
H 2.53 7.33 -5.47
F 0.28 -7.02 3.02
C 0.11 -8.01 2.12
C 0.73 -9.23 2.34
C 0.56 -10.25 1.41
C -0.23 -10.04 0.29
C -0.84 -8.81 0.08
C -0.67 -7.79 1.01
H 1.35 -9.37 3.22
H 1.03 -11.21 1.57
H -0.36 -10.84 -0.44
H -1.45 -8.65 -0.80
H -1.15 -6.83 0.87
F -1.59 -6.44 -2.81
C -0.70 -5.75 -3.54
C 0.25 -6.44 -4.29
C 1.16 -5.72 -5.05
C 1.13 -4.33 -5.05
C 0.18 -3.66 -4.29
C -0.74 -4.37 -3.54
H 0.26 -7.52 -4.27
H 1.90 -6.25 -5.64
H 1.85 -3.77 -5.64
H 0.16 -2.57 -4.29
H -1.50 -3.86 -2.95
F -10.00 -0.70 3.64
C -9.35 -1.45 2.73
C -9.32 -1.04 1.41
C -8.65 -1.81 0.47
C -8.02 -2.99 0.86
C -8.05 -3.39 2.19
C -8.72 -2.62 3.13
H -9.83 -0.13 1.12
H -8.62 -1.49 -0.57
H -7.49 -3.59 0.12
H -7.56 -4.31 2.49
H -8.75 -2.91 4.17
```

**LUMO energy**: -5.77 eV
**Net charge**: +1
**HOMO**: -10.6 eV
**HOMO-LUMO gap**: 4.812 eV
**Calculated total energy**: -5366.3531 a.u.